DFT (ωB97M-V/def2-TZVPD) results for the molecule C4H9NO.

The geometry in ORCA input format:
```
! RIJCOSX wB97M-V def2-TZVPD def2/J DEFGRID3
* xyz 0 1
C 1.317 -1.896 1.357
C 1.105 -0.769 0.369
O -0.078 -1.046 -0.394
C -0.792 0.016 -0.788
N -0.471 1.216 -0.566
C -1.423 2.235 -0.945
H 0.513 -1.919 2.099
H 1.353 -2.866 0.854
H 2.265 -1.744 1.884
H 0.978 0.191 0.874
H 1.942 -0.677 -0.333
H -1.693 -0.316 -1.318
H -1.662 2.835 -0.060
H -2.365 1.827 -1.347
H -0.988 2.914 -1.687
*
```

Results
**Structure (SMILES)**: CCO/C=N/C
**Kohn-Sham gap**: 10.8 eV
**ΔE to the lowest compared entry with this formula, charge and spin**: 32.75 kcal/mol
**Electronic energy**: -7830.9000 eV

Löwdin population analysis, charges in e, atoms 1 to 6: C -0.08; C -0.25; O -0.07; C -0.27; N -0.01; C -0.15